1.
Formula: C4H12N2
Source: the OMol25 dataset
Level of theory: wB97M-V/def2-TZVPD

Each atom is followed by the atoms it is bonded to, with distances in Å.
Positions of all 18 atoms, in Å:
1 N -1.561 -1.007 -1.472  C2 1.516, H7 0.993, H8 1.008
2 C -1.635 -0.274 -0.147  N1 1.516, C3 1.440, H9 1.071, H10 1.203
3 C -0.894 -0.491 1.068  C2 1.440, C4 1.477, H11 1.060, H12 1.110
4 C 0.544 -0.327 0.778  C3 1.477, C5 1.541, H13 1.206, H14 1.046
5 C 1.048 0.610 -0.337  C4 1.541, N6 1.533, H15 1.037, H16 1.113
6 N 2.089 1.576 0.241  C5 1.533, H17 1.009, H18 1.095
7 H -0.758 -0.624 -1.914  N1 0.993
8 H -1.245 -1.920 -1.184  N1 1.008
9 H -1.409 0.674 -0.591  C2 1.071
10 H -2.820 -0.274 0.055  C2 1.203
11 H -1.097 0.218 1.830  C3 1.060
12 H -1.180 -1.479 1.486  C3 1.110
13 H 1.045 0.005 1.823  C4 1.206
14 H 0.997 -1.250 0.585  C4 1.046
15 H 0.276 1.138 -0.786  C5 1.037
16 H 1.317 0.041 -1.255  C5 1.113
17 H 2.912 0.992 0.253  N6 1.009
18 H 2.369 2.392 -0.433  N6 1.095

Properties
Energy relative to the best compared isomer or geometry (same formula, charge and spin): 2.331 eV
Calculated total energy: -7320.69827 eV
SMILES string: NCCCCN
Frontier orbital gap: 10.62 eV
Total charge: 0
Strongest force on any atom: 7.04 eV Å⁻¹


2.
Formula: C3HCl2F2N
Source: the OMol25 dataset
Level of theory: wB97M-V/def2-TZVPD

Each atom is followed by the atoms it is bonded to, with distances in Å.
Positions of all 9 atoms, in Å:
1 N -2.656 -0.397 -2.053  C2 1.250
2 C -1.684 -0.156 -1.305  N1 1.250, C3 1.471
3 C -1.054 0.455 -0.124  C2 1.471, F4 1.399, C5 1.557, H9 1.203
4 F -0.632 1.748 -0.454  C3 1.399
5 C 0.232 -0.235 0.417  C3 1.557, F6 1.363, Cl7 1.775, Cl8 1.861
6 F -0.281 -1.291 1.109  C5 1.363
7 Cl 1.325 -0.895 -0.816  C5 1.775
8 Cl 1.240 0.763 1.622  C5 1.861
9 H -1.761 0.523 0.847  C3 1.203

Properties
Energy relative to the best compared isomer or geometry (same formula, charge and spin): 0.378 eV
Calculated total energy: -35095.01576 eV
SMILES string: N#C[C@H](F)C(F)(Cl)Cl
Frontier orbital gap: 11.69 eV
Total charge: 0
Strongest force on any atom: 9.33 eV Å⁻¹


3.
Formula: C4H15N6O
Source: the OMol25 dataset
Level of theory: wB97M-V/def2-TZVPD

Each atom is followed by the atoms it is bonded to, with distances in Å.
Positions of all 26 atoms, in Å:
1 C 1.974 -1.150 -0.465  C2 1.367, O11 1.413, H13 1.020
2 C 2.623 -0.126 0.166  C1 1.367, N5 1.357, N6 1.410
3 C -0.336 0.443 -0.674  C4 1.489, N7 1.470, N8 1.495, H12 1.085
4 C -0.345 -0.882 0.007  C3 1.489, N9 1.283, O11 1.323
5 N 3.575 0.632 -0.436  C2 1.357, H14 0.973, H15 0.993
6 N 2.201 0.350 1.424  C2 1.410, H16 0.995, H17 0.979
7 N -1.603 0.684 -1.380  C3 1.470, H19 1.017, H24 1.001
8 N -0.338 1.444 0.436  C3 1.495, H20 1.016, H21 1.008
9 N -1.354 -1.474 0.534  C4 1.283, H22 1.095, H23 1.012
10 N -3.665 -0.241 0.352  H18 1.012, H25 1.033, H26 0.987
11 O 0.759 -1.604 0.095  C1 1.413, C4 1.323
12 H 0.426 0.366 -1.442  C3 1.085
13 H 1.937 -1.512 -1.418  C1 1.020
14 H 3.831 0.434 -1.354  N5 0.973
15 H 4.342 0.844 0.157  N5 0.993
16 H 1.585 -0.213 1.966  N6 0.995
17 H 2.981 0.795 1.813  N6 0.979
18 H -3.173 0.632 0.213  N10 1.012
19 H -1.691 1.492 -1.992  N7 1.017
20 H 0.368 2.165 0.326  N8 1.016
21 H -0.224 1.018 1.342  N8 1.008
22 H -2.299 -0.975 0.770  N9 1.095
23 H -1.280 -2.421 0.883  N9 1.012
24 H -1.847 -0.046 -2.020  N7 1.001
25 H -4.286 -0.233 1.178  N10 1.033
26 H -4.162 -0.422 -0.481  N10 0.987

Properties
Energy relative to the best compared isomer or geometry (same formula, charge and spin): 0.000 eV
Calculated total energy: -15372.03535 eV
Frontier orbital gap: 8.86 eV
Total charge: +1
Strongest force on any atom: 2.89 eV Å⁻¹


4.
Formula: C8H16IN2
Source: the OMol25 dataset
Level of theory: wB97M-V/def2-TZVPD

Each atom is followed by the atoms it is bonded to, with distances in Å.
Positions of all 27 atoms, in Å:
1 C 1.486 1.213 -0.513  C2 1.294, N10 1.430
2 C 1.470 2.162 -1.392  C1 1.294, H12 1.083, H13 1.077
3 C 2.271 0.503 1.779  C4 1.536, N9 1.430, H14 1.096, H15 1.094
4 C 1.137 -0.396 1.263  C3 1.536, N10 1.509, H16 1.091, H17 1.089
5 C -3.145 -0.327 -0.241  C8 1.529, H18 1.087, H19 1.086, H20 1.085
6 C -1.261 -1.791 -1.015  C8 1.530, H21 1.089, H22 1.090, H23 1.086
7 C -0.809 0.500 -0.037  C8 1.537, N10 1.495, H24 1.092, H25 1.091
8 C -1.700 -0.752 0.018  C5 1.529, C6 1.530, C7 1.537, H26 1.094
9 N 3.105 0.955 0.709  C3 1.430, I11 2.039
10 N 0.645 0.152 -0.054  C1 1.430, C4 1.509, C7 1.495, H27 1.032
11 I 4.298 -0.430 -0.194  N9 2.039
12 H 0.645 2.361 -2.065  C2 1.083
13 H 2.325 2.808 -1.491  C2 1.077
14 H 1.864 1.410 2.241  C3 1.096
15 H 2.840 -0.044 2.537  C3 1.094
16 H 1.512 -1.408 1.105  C4 1.091
17 H 0.315 -0.425 1.977  C4 1.089
18 H -3.254 0.079 -1.244  C5 1.087
19 H -3.470 0.422 0.475  C5 1.086
20 H -3.802 -1.186 -0.152  C5 1.085
21 H -1.154 -1.341 -2.001  C6 1.089
22 H -0.337 -2.299 -0.738  C6 1.090
23 H -2.022 -2.562 -1.093  C6 1.086
24 H -1.031 1.046 -0.957  C7 1.092
25 H -0.997 1.162 0.810  C7 1.091
26 H -1.652 -1.199 1.016  C8 1.094
27 H 0.720 -0.613 -0.742  N10 1.032

Properties
Energy relative to the best compared isomer or geometry (same formula, charge and spin): 2.715 eV
Calculated total energy: -19626.26477 eV
Frontier orbital gap: 8.72 eV
Total charge: +1
Strongest force on any atom: 5.24 eV Å⁻¹